C17H24O2PbS5 as an isolated structure. Source: OMol25; level of theory: the ωB97M-V functional and the def2-TZVPD basis.

```
49
Properties=species:S:1:pos:R:3:forces:R:3
Pb 0.343434 -0.317887 0.091660 0.097 -0.054 -0.057
C 0.441678 2.701583 2.403382 0.013 0.007 -0.057
C -0.606370 3.528692 1.648628 0.068 -0.010 0.037
C 0.049914 4.750506 1.017033 -0.032 -0.004 0.004
C -1.359364 2.654394 0.664650 -0.061 0.036 0.011
C -2.178806 1.636320 1.155050 -0.100 0.005 -0.007
C -2.879708 0.798685 0.301710 0.016 -0.018 -0.029
C -2.786618 0.943010 -1.083039 0.023 -0.005 0.007
C -3.570109 0.050592 -2.008932 -0.030 0.057 0.030
C -1.974259 1.959624 -1.573075 -0.026 -0.007 0.017
C -1.278052 2.804049 -0.715442 0.041 -0.013 -0.061
H 0.894220 3.287059 3.205006 0.007 -0.007 0.000
H 1.244474 2.398907 1.722686 -0.011 0.001 0.023
H 0.018110 1.796405 2.841975 -0.012 0.013 0.014
H -1.342334 3.887188 2.376220 0.003 -0.039 0.022
H 0.821502 4.457348 0.300848 0.001 0.017 0.008
H 0.531679 5.350953 1.789259 0.001 0.006 -0.009
H -0.676745 5.381524 0.502692 0.016 -0.008 -0.014
H -2.275933 1.497662 2.226141 0.030 -0.019 -0.012
H -3.501686 0.014064 0.719244 0.001 0.011 -0.006
H -4.570748 0.456251 -2.175064 0.009 -0.010 -0.011
H -3.691778 -0.947685 -1.587818 0.009 -0.004 0.000
H -3.086423 -0.036810 -2.982202 0.009 -0.005 0.008
H -1.880916 2.098425 -2.644514 -0.005 -0.006 0.006
H -0.659996 3.583244 -1.142465 -0.009 -0.002 0.012
S 2.262077 -4.850476 5.727971 0.009 -0.014 0.021
C 1.837902 -3.818591 4.528712 -0.032 0.055 -0.034
S 0.202014 -3.511928 4.054407 0.022 0.006 -0.033
C 0.531002 -2.369948 2.765727 -0.040 -0.005 0.014
C 1.828583 -2.090388 2.546483 0.037 0.005 -0.002
S 2.490751 -1.027709 1.326041 0.009 -0.060 0.060
S 2.972654 -2.907245 3.593389 -0.014 -0.009 -0.022
S -0.846755 -1.691511 1.928909 -0.001 0.013 0.057
C 3.649554 -0.350066 -1.854196 -0.036 -0.009 0.018
O 2.327035 -0.826548 -2.042572 0.006 0.076 -0.077
C 2.303769 -2.170328 -2.475973 -0.007 -0.005 0.046
C 0.871681 -2.584832 -2.665972 0.029 -0.003 0.028
O 0.211400 -2.567926 -1.409209 -0.109 0.005 -0.044
C -1.112475 -3.082974 -1.503284 0.068 -0.030 0.019
H 4.196833 -0.354960 -2.801806 0.009 0.003 -0.001
H 4.182187 -0.959192 -1.119189 0.004 -0.002 -0.003
H 3.577703 0.671243 -1.485557 0.004 0.005 -0.008
H 2.788095 -2.816693 -1.734409 -0.004 0.014 0.020
H 2.834783 -2.271850 -3.430394 0.018 -0.002 -0.006
H 0.838252 -3.597011 -3.083473 0.002 -0.006 0.002
H 0.369740 -1.903813 -3.364297 -0.014 0.001 0.009
H -1.086538 -4.119425 -1.849182 -0.004 -0.004 -0.003
H -1.710571 -2.486506 -2.199532 -0.015 0.011 0.001
H -1.544843 -3.045424 -0.506228 -0.001 0.014 -0.001
```
Forces are in eV/Å.

E_tot	-2996.47164	Eh
HOMO energy	-7.03	eV
spin multiplicity	1
relative energy (zero: lowest compared OMol25 entry of this formula, charge and spin)	0.0000	eV
gap between HOMO and LUMO	7.339	eV
LUMO energy	0.3074	eV